Below is 2 unconnected molecules or ions with the total composition C5H13N3, with properties calculated with ωB97M-V/def2-TZVPD.

XYZ file:
```
21
Properties=species:S:1:pos:R:3
C 2.28561 -1.02951 -0.41366
N 1.34668 -1.19995 -1.53473
C 0.65027 -0.19810 -2.09056
N 0.01167 0.64337 -2.55356
H 3.16915 -0.47614 -0.74075
H 2.59182 -2.01149 -0.04366
H 1.82043 -0.49516 0.41575
H 0.96840 -2.14927 -1.60489
C -1.86437 -0.97889 0.40076
C -1.17161 0.06676 1.27476
N -1.25696 1.39686 0.67582
C 0.01336 2.09900 0.58610
H -2.66017 -0.54914 -0.21735
H -1.15042 -1.46481 -0.27008
H -2.31517 -1.76015 1.02000
H -0.14255 -0.25778 1.46428
H -1.66928 0.09464 2.24962
H -1.67326 1.35154 -0.25436
H -0.03887 2.82575 -0.23210
H 0.22947 2.65053 1.50466
H 0.85579 1.44194 0.36394
```

As for the relative energy (zero: lowest compared OMol25 entry of this formula, charge and spin): 35.2 kcal per mole. As for the total energy: -9864.842 eV.